This record from OMol25 describes the molecule C2H3N3. The level of theory is ωB97M-V/def2-TZVPD.

The geometry in XYZ format:
```
8
Properties=species:S:1:pos:R:3
C -0.788 0.734 0.143
C -0.449 -0.593 0.170
N 0.856 -0.591 -0.182
N 1.303 0.648 -0.413
N 0.310 1.456 -0.219
H -1.735 1.205 0.362
H -0.997 -1.496 0.391
H 1.501 -1.363 -0.252
```

The value obtained for the HOMO-LUMO gap is 10.8 eV. Its energy above the lowest of the compared OMol25 structures with the same formula, charge and spin is 17.64 kcal per mole. The SMILES is c1c[nH]nn1. Its total charge is 0. The value obtained for the HOMO energy is -10.0 eV. The LUMO energy is 0.865 eV.

This record from OMol25 describes a structure of composition C38H39MnN2OP3 in a non-equilibrium geometry. The level of theory is ωB97M-V/def2-TZVPD.

The geometry in XYZ format:
```
84
Properties=species:S:1:pos:R:3
C -2.817 -0.508 -4.000
C -1.935 0.408 -3.436
C -2.480 1.399 -2.557
C -3.547 0.938 -1.711
C -4.280 -0.180 -2.104
C -4.006 -0.804 -3.319
C -3.676 1.479 -0.418
C -3.030 2.710 -0.185
C -1.974 3.105 -1.087
C -0.932 3.907 -0.527
C -1.280 4.767 0.514
C -2.427 4.528 1.278
C -3.229 3.439 0.989
H -2.517 -1.012 -4.932
H -5.079 -0.466 -1.433
H -4.734 -1.502 -3.674
H -3.714 0.750 0.413
H -0.593 5.580 0.767
H -2.726 5.148 2.100
H -4.028 3.110 1.644
N -1.892 2.595 -2.338
Mn 0.037 -0.013 0.546
C -0.448 0.242 -3.457
H 0.136 1.163 -3.643
H -0.243 -0.427 -4.302
C 0.493 3.549 -0.867
H 0.731 3.521 -1.951
H 1.113 4.341 -0.442
P 0.075 -0.614 -1.837
P 0.990 1.925 -0.048
C 1.557 2.435 1.620
H 2.039 1.582 2.122
H 2.294 3.239 1.509
H 0.712 2.751 2.245
C 2.563 1.804 -0.946
H 3.164 2.653 -0.614
H 3.068 0.865 -0.711
H 2.403 1.882 -2.023
C -0.757 -2.226 -1.918
H -0.425 -2.767 -2.814
H -0.490 -2.799 -1.024
H -1.844 -2.135 -1.922
C 1.716 -1.092 -2.443
H 2.287 -1.510 -1.612
H 1.593 -1.844 -3.226
H 2.274 -0.242 -2.836
C 1.370 -1.086 0.823
O 2.353 -1.581 1.223
H -0.736 0.610 -0.511
N -0.934 -0.032 1.972
P -1.024 -0.869 3.361
C -1.362 -2.586 2.910
C -0.884 -3.651 3.688
C -1.114 -4.970 3.283
C -1.867 -5.203 2.119
C -2.404 -4.135 1.384
C -2.215 -2.818 1.816
C 0.558 -0.635 4.217
C 1.615 -1.538 4.053
C 2.873 -1.254 4.575
C 3.091 -0.067 5.278
C 2.057 0.869 5.413
C 0.786 0.556 4.928
C -2.337 -0.208 4.399
C -2.408 -0.669 5.731
C -3.454 -0.256 6.550
C -4.441 0.589 6.039
C -4.373 1.046 4.713
C -3.309 0.666 3.883
H -0.391 -3.445 4.646
H -0.660 -5.798 3.822
H -2.027 -6.233 1.796
H -3.019 -4.307 0.498
H -2.679 -1.967 1.297
H 1.426 -2.504 3.594
H 3.685 -1.969 4.433
H 4.055 0.106 5.752
H 2.221 1.802 5.954
H -0.058 1.220 5.107
H -1.661 -1.351 6.146
H -3.484 -0.636 7.572
H -5.281 0.875 6.679
H -5.158 1.695 4.325
H -3.223 1.022 2.846
```

The value obtained for the HOMO-LUMO gap (spin up / spin down) is 5.1 / 4.4 eV. Its energy above the lowest of the compared OMol25 structures with the same formula, charge and spin is 133.78 kcal per mole. As for the expectation value of S²: 3.87. Its total charge is +2. The value obtained for the HOMO energy (spin up / spin down) is -12.7 / -13.3 eV. As for the multiplicity: 4. The LUMO energy (spin up / spin down) is -7.583 / -8.818 eV.

This record from OMol25 describes the molecule C14H17N5O3S2 in a non-equilibrium geometry. The level of theory is ωB97M-V/def2-TZVPD.

The geometry in XYZ format:
```
41
Properties=species:S:1:pos:R:3
C 2.768 3.805 -1.043
C 3.081 3.912 -2.321
C 3.955 2.943 -3.032
S 2.963 1.936 -4.211
C 2.202 0.864 -3.098
N 2.478 0.770 -1.844
N 1.769 -0.148 -1.204
C 0.926 -0.781 -1.942
N 0.081 -1.782 -1.565
C -0.346 -2.180 -0.318
O -1.201 -3.025 -0.229
C 0.276 -1.506 0.895
N -0.808 -0.952 1.672
C -1.801 -0.167 1.071
O -1.808 0.167 -0.086
N -2.688 0.127 2.044
C -2.398 -0.525 3.300
C -3.494 -1.518 3.733
C -4.334 -0.740 4.740
C -3.278 0.026 5.532
C -2.266 0.475 4.473
C -1.089 -1.240 2.975
O -0.424 -1.919 3.713
S 0.950 -0.255 -3.634
H 2.120 4.514 -0.558
H 3.146 2.999 -0.438
H 2.679 4.709 -2.932
H 4.690 3.441 -3.663
H 4.435 2.244 -2.350
H -0.449 -2.208 -2.317
H 0.982 -0.728 0.598
H 0.769 -2.255 1.522
H -3.551 0.609 1.860
H -4.059 -1.883 2.877
H -3.015 -2.366 4.224
H -4.937 -1.393 5.367
H -4.999 -0.046 4.223
H -3.693 0.868 6.083
H -2.797 -0.648 6.240
H -1.250 0.481 4.866
H -2.497 1.476 4.108
```

The value obtained for the HOMO-LUMO gap is 9.1 eV. Its energy above the lowest of the compared OMol25 structures with the same formula, charge and spin is 2.81 kcal per mole. The SMILES is C=CCSc1nnc(NC(=O)CN2C(=O)NC3(CCCC3)C2=O)s1. Its total charge is 0. The value obtained for the HOMO energy is -8.5 eV. The LUMO energy is 0.538 eV.

This record from OMol25 describes the molecule C4H8N4 in a non-equilibrium geometry. The level of theory is ωB97M-V/def2-TZVPD.

The geometry in XYZ format:
```
16
Properties=species:S:1:pos:R:3
H -3.922 1.427 -0.091
N -3.612 0.451 0.249
C -2.365 0.466 0.001
N -1.573 -0.715 0.070
N -0.268 -0.948 -0.467
C 0.631 -0.147 0.038
N 1.859 -0.375 -0.384
C 2.869 -0.041 0.664
C 2.431 0.879 -0.351
H -1.678 1.266 -0.731
H -2.034 -1.750 0.205
H 0.413 0.447 0.932
H 2.342 0.078 1.617
H 3.866 -0.491 0.672
H 1.818 1.819 0.189
H 2.949 1.375 -1.192
```

The value obtained for the HOMO-LUMO gap is 9.3 eV. Its energy above the lowest of the compared OMol25 structures with the same formula, charge and spin is 127.81 kcal per mole. The SMILES is [H]/N=C/N/N=C/N1CC1. Its total charge is 0. The value obtained for the HOMO energy is -8.4 eV. The LUMO energy is 0.863 eV.

This record from OMol25 describes the molecule C5H8N2 in a non-equilibrium geometry. The level of theory is ωB97M-V/def2-TZVPD.

The geometry in XYZ format:
```
15
Properties=species:S:1:pos:R:3
C -1.193 0.893 0.592
C -0.845 -0.957 -1.174
N 0.328 -0.470 -0.851
C 1.338 -1.127 -0.200
C 1.795 -0.202 0.768
N 1.233 0.976 0.725
C 0.154 0.890 -0.207
H -2.148 0.797 0.041
H -1.186 0.115 1.367
H -1.197 1.863 1.079
H -1.514 -0.269 -1.673
H -1.227 -1.690 -0.482
H 1.780 -2.067 -0.516
H 2.560 -0.427 1.505
H 0.122 1.677 -0.976
```

The value obtained for the HOMO-LUMO gap (spin up / spin down) is 7.4 / 7.6 eV. Its energy above the lowest of the compared OMol25 structures with the same formula, charge and spin is 83.52 kcal per mole. Its total charge is 0. The value obtained for the HOMO energy (spin up / spin down) is -7.5 / -7.3 eV. The LUMO energy (spin up / spin down) is -0.074 / 0.369 eV.

This record from OMol25 describes a cluster of 3 separate species, C26H57Br3ClN2O2P2 in total in a non-equilibrium geometry. The level of theory is ωB97M-V/def2-TZVPD.

The geometry in XYZ format:
```
93
Properties=species:S:1:pos:R:3
C 4.679 -0.290 0.214
O 4.715 1.120 0.193
C 3.928 1.661 -0.832
C 4.325 3.123 -1.078
C 3.229 4.160 -0.756
C 2.805 5.050 -1.950
C 1.393 4.756 -2.439
C 1.304 3.361 -3.048
C -0.119 2.998 -3.506
P -1.040 1.852 -2.416
C -0.291 1.883 -0.744
C -1.267 1.842 0.429
C -0.575 2.382 1.701
Br -1.781 -0.014 0.717
C -1.115 0.156 -3.022
Br -2.766 -0.773 -2.932
C -0.007 -0.484 -3.480
C 1.373 0.105 -3.561
Br -0.065 -2.273 -4.050
P -3.075 2.783 -2.534
O -2.630 4.083 -1.673
Cl -4.294 1.800 -1.243
H 3.667 -0.663 0.393
H 5.076 -0.713 -0.710
H 5.299 -0.617 1.041
H 4.052 1.076 -1.751
H 2.864 1.597 -0.557
H 4.638 3.211 -2.115
H 5.203 3.307 -0.466
H 3.538 4.778 0.081
H 2.342 3.613 -0.431
H 3.513 4.924 -2.768
H 2.878 6.093 -1.649
H 0.683 4.886 -1.620
H 1.153 5.479 -3.220
H 1.732 2.630 -2.369
H 1.949 3.339 -3.927
H -0.709 3.917 -3.482
H -0.185 2.606 -4.517
H 0.321 2.780 -0.648
H 0.400 1.042 -0.698
H -2.134 2.460 0.243
H 0.501 2.460 1.577
H -0.943 3.392 1.884
H -0.836 1.797 2.572
H 1.382 0.924 -4.273
H 1.751 0.415 -2.591
H 2.056 -0.636 -3.958
H -3.221 4.821 -1.855
C -8.108 -4.320 -2.249
C -7.578 -3.221 -1.341
N -7.158 -2.033 -2.064
C -6.409 -1.100 -1.247
C -7.126 -0.420 -0.072
C -8.154 -1.448 -2.946
C -9.492 -1.009 -2.336
H -7.374 -4.583 -3.012
H -8.320 -5.212 -1.659
H -9.035 -4.033 -2.746
H -6.705 -3.610 -0.810
H -8.336 -3.003 -0.573
H -5.997 -0.325 -1.902
H -5.540 -1.636 -0.848
H -7.809 0.359 -0.408
H -6.390 0.058 0.581
H -7.684 -1.132 0.535
H -8.362 -2.169 -3.740
H -7.695 -0.597 -3.457
H -9.890 -1.752 -1.643
H -10.230 -0.878 -3.129
H -9.415 -0.058 -1.811
C 3.826 -1.425 3.747
C 4.103 -2.369 4.907
N 4.882 -3.529 4.520
C 4.922 -4.562 5.542
C 5.618 -4.242 6.870
C 6.140 -3.247 3.852
C 7.173 -2.384 4.589
H 3.339 -1.953 2.925
H 3.164 -0.622 4.075
H 4.737 -0.960 3.371
H 3.145 -2.726 5.293
H 4.570 -1.795 5.723
H 5.379 -5.454 5.107
H 3.886 -4.843 5.758
H 6.703 -4.241 6.773
H 5.364 -5.005 7.607
H 5.306 -3.279 7.277
H 5.913 -2.765 2.896
H 6.597 -4.201 3.579
H 6.717 -1.515 5.066
H 7.914 -2.012 3.878
H 7.712 -2.947 5.348
```

The value obtained for the HOMO-LUMO gap is 6.2 eV. Its total charge is +1. The value obtained for the HOMO energy is -9.5 eV. The LUMO energy is -3.316 eV.

This record from OMol25 describes a cluster of 2 separate species, CH2I2S in total in a non-equilibrium geometry. The level of theory is ωB97M-V/def2-TZVPD.

The geometry in XYZ format:
```
6
Properties=species:S:1:pos:R:3
C 0.948 -0.100 0.181
S -0.541 -0.988 0.063
I -4.235 0.642 -0.217
I 1.092 1.925 -0.157
H 1.898 -0.521 0.588
H -1.642 -0.101 -0.426
```

The value obtained for the HOMO-LUMO gap (spin up / spin down) is 3.9 / 3.9 eV. Its energy above the lowest of the compared OMol25 structures with the same formula, charge and spin is 60.20 kcal per mole. Its total charge is 0. The value obtained for the HOMO energy (spin up / spin down) is -7.4 / -7.4 eV. The LUMO energy (spin up / spin down) is -3.404 / -3.404 eV.

This record from OMol25 describes a structure of composition C2H3BrFN in a non-equilibrium geometry. The level of theory is ωB97M-V/def2-TZVPD.

The geometry in XYZ format:
```
8
Properties=species:S:1:pos:R:3
C -0.974 0.102 0.170
C -0.325 -0.550 -0.889
N 0.375 0.476 -0.517
F -0.180 -1.592 -1.652
Br 2.457 0.524 1.502
H -1.876 0.772 -0.044
H -0.838 -0.179 1.224
H 1.360 0.447 0.207
```

The value obtained for the HOMO-LUMO gap (spin up / spin down) is 6.4 / 5.0 eV. Its energy above the lowest of the compared OMol25 structures with the same formula, charge and spin is 34.27 kcal per mole. As for the expectation value of S²: 2.01. Its total charge is 0. The value obtained for the HOMO energy (spin up / spin down) is -5.5 / -9.8 eV. As for the multiplicity: 3. The LUMO energy (spin up / spin down) is 0.839 / -4.797 eV.